Entry 1:
{
  "formula": "C16H20F4N2O3",
  "method": "ωB97M-V/def2-TZVPD",
  "symbols": ["C", "C", "H", "H", "O", "C", "O", "C", "N", "H", "C", "H", "H", "C", "C", "C", "C", "C", "C", "C", "F", "H", "H", "H", "H", "H", "H", "N", "C", "O", "C", "C", "H", "H", "H", "H", "H", "H", "C", "F", "F", "F", "H", "H", "H"],
  "xyz": [[-2.1393, -3.9267, -0.6874], [-1.1014, -2.8575, -1.2972], [-1.5355, -2.2450, -2.1814], [-0.2235, -3.2910, -1.5851], [-0.9446, -2.0484, -0.4350], [-1.9285, -1.0197, -0.0515], [-3.0237, -0.9727, -0.4890], [-1.4792, 0.1006, 0.8865], [-0.2429, -0.2201, 1.4871], [0.3977, -0.8714, 0.9483], [0.5751, 1.0046, 2.1719], [-0.1124, 1.6611, 2.4982], [1.2418, 0.1617, 2.8407], [1.6234, 1.5483, 1.1841], [2.5226, 0.4122, 0.4533], [2.1733, -0.2802, -0.4730], [3.1226, -1.4009, -1.0224], [4.2003, -1.6254, -0.3003], [4.6536, -0.8056, 0.7316], [3.6629, 0.1142, 1.3746], [3.9555, 0.6992, 2.3211], [5.3210, -1.0528, 1.5129], [4.8899, -2.2274, -0.6975], [2.7802, -1.6990, -1.8203], [1.3506, 0.1808, -1.3943], [1.1247, 1.9512, 0.3282], [2.1807, 2.0442, 1.6718], [-1.5553, 1.5785, 0.4069], [-1.3466, 1.5915, -0.7558], [-0.7225, 0.7108, -1.4568], [-1.5694, 3.1281, -1.4212], [-0.9016, 3.2822, -2.8134], [0.2389, 3.3482, -2.5250], [-1.1373, 2.4120, -3.4378], [-1.2063, 4.2094, -3.0724], [-2.6220, 3.2693, -1.4741], [-1.2785, 3.7579, -0.7823], [-2.0811, 2.1446, 1.2322], [-2.5503, 0.0055, 2.1332], [-2.3676, 0.8785, 3.2626], [-2.5466, -1.3615, 2.7402], [-3.8897, 0.4026, 1.9453], [-1.8696, -4.4311, 0.1487], [-3.2054, -3.6359, -0.4979], [-2.4340, -4.6248, -1.6082]],
  "relative_energy_ev": 15.598,
  "energy_ha": -1355.874964,
  "homo_energy_ha": -0.3114,
  "homo_lumo_gap_ev": 8.80,
  "e_lumo_ha": 0.0118
}

***

Entry 2:
{
  "formula": "C16H20F9N2O3PPm",
  "method": "ωB97M-V/def2-TZVPD",
  "symbols": ["C", "C", "N", "C", "C", "C", "C", "C", "P", "H", "H", "H", "C", "C", "H", "H", "H", "C", "C", "H", "H", "H", "H", "H", "H", "H", "H", "H", "H", "H", "H", "C", "O", "Pm", "O", "H", "H", "N", "F", "C", "F", "F", "C", "O", "C", "F", "F", "F", "C", "F", "F", "F"],
  "xyz": [[3.0125, -0.1240, -1.3048], [1.8301, 0.2713, -2.1368], [0.7615, 0.7248, -1.4434], [-0.1637, 1.4049, -2.1710], [-0.1915, 1.3417, -3.5844], [0.8530, 0.7270, -4.2565], [1.9417, 0.2491, -3.5294], [-1.0850, 2.4308, -1.5014], [-1.6352, 2.1675, 0.3020], [2.8830, -0.0890, -3.9840], [-1.0561, 1.7884, -4.0446], [0.8540, 0.7298, -5.3348], [2.1774, -2.1291, -0.2764], [3.7408, -0.7712, 0.9819], [-1.8548, 2.8657, -2.1916], [3.5431, 0.8085, -1.0947], [3.7272, -0.7809, -1.8369], [-3.3435, 1.6567, 0.0396], [-1.9447, 3.9179, 0.6875], [-3.8645, 1.4630, 0.9849], [-3.9256, 2.4104, -0.4995], [-3.4359, 0.7205, -0.5115], [-1.8623, 4.0982, 1.7626], [-1.1765, 4.5367, 0.2250], [-2.9181, 4.2662, 0.3349], [4.6058, -1.3777, 0.6486], [4.0854, 0.2470, 1.1874], [3.3691, -1.2081, 1.9182], [2.9693, -2.7043, -0.8064], [1.9337, -2.6208, 0.6715], [1.2762, -2.0822, -0.9001], [-0.4513, 0.8380, 3.4009], [-0.8267, 1.0128, 4.4694], [0.8728, 0.7066, 1.1544], [2.2012, 2.5946, 1.1823], [-0.4984, 3.3958, -1.3482], [2.0080, 2.9989, 0.3429], [2.6325, -0.7523, 0.0018], [-3.0719, -0.7169, 2.0910], [-2.7912, -1.8881, 1.4558], [-3.4864, -2.8434, 2.1188], [-3.3037, -1.8009, 0.1936], [-1.2468, -2.1389, 1.4265], [-0.5928, -1.0313, 0.9581], [-0.7981, -2.5265, 2.8811], [-1.1161, -3.7877, 3.2561], [0.5605, -2.4147, 2.9988], [-1.3468, -1.6888, 3.8015], [-1.0286, -3.4152, 0.5424], [-1.9765, -4.3750, 0.6981], [-1.0083, -3.0803, -0.7707], [0.1625, -4.0254, 0.8095]],
  "energy_ha": -2804.887297,
  "homo_energy_ha": [-0.5913, -0.5946],
  "multiplicity": 6,
  "total_charge": 2,
  "homo_lumo_gap_ev": [8.20, 4.31],
  "e_lumo_ha": [-0.2898, -0.4361]
}

***

Entry 3:
{
  "formula": "C16H20LaNO",
  "method": "ωB97M-V/def2-TZVPD",
  "symbols": ["La", "C", "C", "C", "H", "C", "C", "H", "H", "H", "H", "C", "C", "C", "H", "C", "C", "H", "H", "H", "H", "O", "C", "C", "C", "C", "C", "H", "H", "H", "H", "H", "H", "H", "H", "H", "H", "N", "C"],
  "xyz": [[0.2101, -0.8991, 0.7181], [-0.1962, -1.0944, 3.0269], [0.0647, 0.2794, 2.8241], [-0.9599, 0.8055, 2.0273], [0.9368, 0.8042, 3.1674], [-1.8611, -0.2304, 1.7137], [-1.4011, -1.3989, 2.3622], [-1.8834, -2.3595, 2.3489], [0.4220, -1.7774, 3.5833], [-1.0157, 1.8187, 1.6693], [-2.7489, -0.1447, 1.1100], [1.2421, -2.8497, -0.2545], [0.0805, -3.2822, 0.3992], [-1.0296, -2.6913, -0.2489], [0.0439, -3.9300, 1.2588], [-0.5496, -1.8801, -1.2899], [0.8640, -1.9714, -1.2862], [1.5420, -1.4270, -1.9184], [2.2513, -3.0725, 0.0382], [-2.0647, -2.8274, 0.0110], [-1.1581, -1.3202, -1.9776], [0.5285, 0.9382, -0.5024], [-0.1662, 1.7491, -1.5407], [0.6451, 2.9774, -1.1004], [-1.6513, 1.8052, -1.3088], [0.1961, 1.2499, -2.9186], [1.4325, 2.0410, -0.1946], [0.0539, 3.7170, -0.5671], [1.2104, 3.4660, -1.8890], [2.4433, 1.8001, -0.5074], [1.4351, 2.2627, 0.8676], [-2.1068, 2.4955, -2.0180], [-1.8861, 2.1458, -0.3046], [-2.1035, 0.8265, -1.4499], [0.1712, 2.0780, -3.6265], [-0.4968, 0.4895, -3.2670], [1.1984, 0.8278, -2.9243], [3.6841, -0.6767, 2.2127], [2.6232, -0.7445, 1.7563]],
  "relative_energy_ev": 5.802,
  "energy_ha": -782.978248,
  "homo_energy_ha": 0.0888,
  "total_charge": -2,
  "homo_lumo_gap_ev": 1.65,
  "e_lumo_ha": 0.1494
}